Entry from OMol25: a cluster of 8 separate species, C28H75N3O12 in total in a non-equilibrium geometry (ωB97M-V/def2-TZVPD).

Computed properties:
Relative energy (zero: lowest compared OMol25 entry of this formula, charge and spin) (kJ/mol): 249.49
Gap between HOMO and LUMO (eV): 7.8
SMILES string: COCCNCCOC.COCCNCCOC.COCCNCCOC.OCCO.CCO.CCO.CCO.CCO
Max |F| (hartree/bohr): 0.2374

Positions of all 118 atoms, in Å:
C: 1.25792 -6.30081 -2.01688
O: 0.92011 -6.36799 -0.56347
C: 0.33541 -5.05244 -0.15030
C: -0.25432 -5.01237 1.27832
N: -0.67465 -3.68543 1.75220
C: -1.65442 -3.04962 0.83047
C: -2.13676 -1.72616 1.27064
O: -3.18896 -1.26715 0.73604
C: -3.04144 -1.01930 -0.63705
H: 1.48206 -7.39027 -2.23294
H: 2.09471 -5.62596 -2.17848
H: 0.45490 -6.06715 -2.76819
H: -0.46634 -4.89041 -0.90391
H: 1.10855 -4.25237 -0.27143
H: 0.60843 -5.22022 1.89404
H: -1.07727 -5.76106 1.45828
H: 0.02029 -3.02434 2.00796
H: -2.37685 -3.65147 0.55899
H: -1.09424 -2.84640 -0.10706
H: -1.41244 -0.93590 1.20835
H: -2.25922 -1.81589 2.36550
H: -3.93402 -0.59763 -1.01128
H: -2.80249 -1.98917 -1.08311
H: -2.17249 -0.33818 -0.91278
C: -2.28875 2.96078 -0.95656
O: -3.50057 2.47498 -0.53271
C: -3.53915 1.79803 0.72185
C: -3.38252 2.81065 1.84855
N: -3.49935 2.25961 3.17584
C: -4.84876 1.64688 3.34890
C: -4.83925 1.01776 4.66779
O: -5.86257 0.42500 4.96737
C: -6.97416 1.34942 5.33342
H: -2.55594 3.24521 -2.04830
H: -1.49202 2.24015 -0.83409
H: -1.80288 3.80667 -0.41698
H: -2.75717 1.03698 0.91432
H: -4.59495 1.41967 0.65963
H: -4.02683 3.65617 1.79152
H: -2.26824 3.13086 1.85330
H: -3.34972 2.85389 3.95599
H: -5.01204 0.89357 2.66263
H: -5.58106 2.33625 3.08094
H: -4.59344 1.69271 5.48413
H: -3.91273 0.31629 4.70737
H: -7.57109 0.86526 6.08171
H: -7.66495 1.63998 4.52975
H: -6.73922 2.27674 5.77738
C: -1.01585 0.28930 4.40839
O: -0.37426 0.58537 3.24008
C: 0.06859 1.92542 3.08901
C: 0.43169 2.29246 1.65593
N: 0.79600 3.71218 1.39801
C: 1.20951 4.08555 0.03877
C: 1.24338 5.56725 -0.18911
O: 2.02558 6.03982 -1.00964
C: 1.89863 7.49620 -1.18014
H: -0.33511 0.19732 5.24791
H: -1.50220 -0.66012 4.46084
H: -1.83476 0.93833 4.64216
H: 0.86324 2.05261 3.78569
H: -0.77439 2.64508 3.42835
H: -0.42910 2.00206 1.13717
H: 1.22170 1.60950 1.32490
H: 1.64159 3.97636 1.91407
H: 0.56287 3.47498 -0.59511
H: 2.23081 3.70882 -0.13570
H: 1.35050 6.06573 0.72415
H: 0.22352 5.71441 -0.55557
H: 0.87949 7.84214 -1.28144
H: 2.51173 7.78985 -1.99645
H: 2.29548 7.89491 -0.19874
O: 0.32657 0.13035 -0.68475
C: 0.90032 -1.03440 -1.15480
C: 0.23757 -1.52024 -2.32825
O: 0.72016 -2.76787 -2.81779
H: 0.57388 0.81580 -1.33088
H: 1.90741 -0.90032 -1.43035
H: 0.92461 -1.74575 -0.28918
H: 0.17837 -0.69545 -3.08150
H: -0.77217 -1.57695 -2.08467
H: 1.50020 -2.65333 -3.35026
C: 5.08919 -1.82696 -0.86224
C: 5.16215 -2.80162 -1.86229
O: 3.93068 -3.60549 -1.86305
H: 4.34927 -1.10278 -0.98098
H: 6.04944 -1.23500 -0.75702
H: 4.99195 -2.32802 0.13628
H: 5.95492 -3.43259 -1.58859
H: 5.42084 -2.41353 -2.85068
H: 3.28191 -3.05586 -2.28434
C: 0.50343 2.28084 -4.83324
C: 0.84545 2.45332 -3.39975
O: 1.78944 1.48219 -2.96272
H: -0.21983 3.04781 -5.19549
H: -0.13451 1.34533 -5.03057
H: 1.33736 2.13563 -5.49190
H: -0.03085 2.54759 -2.72712
H: 1.42195 3.44352 -3.37280
H: 2.53691 1.96456 -2.68637
C: 2.95616 -2.64190 -5.24901
C: 2.88569 -1.17231 -5.12803
O: 3.16920 -0.83553 -3.73651
H: 3.67475 -2.92144 -4.50662
H: 3.35434 -3.06170 -6.22190
H: 2.03277 -3.09415 -5.01076
H: 1.92307 -0.78789 -5.51753
H: 3.52125 -0.54329 -5.63281
H: 3.04352 0.11931 -3.59417
C: 2.80762 -3.01827 1.50890
C: 2.50934 -1.74071 2.22214
O: 1.17369 -1.29788 2.08526
H: 2.83410 -3.14665 0.41082
H: 2.27823 -3.77325 1.98281
H: 3.83311 -3.25652 1.75152
H: 3.27134 -1.00578 1.87932
H: 2.66179 -1.96354 3.22327
H: 1.02565 -0.32068 2.04743